# 1
ORCA calculation (wB97M-V/def2-TZVPD) on 2 unconnected molecules or ions with the total composition CH3O3 at a distorted geometry.

The value obtained for the relative energy (zero: lowest compared OMol25 entry of this formula, charge and spin) is 10.53 kcal/mol. As for the calculated total energy: -265.6810 hartree. Its LUMO energy is 4.093 eV. Its total charge is -1. The value obtained for the gap between HOMO and LUMO is 0.2953 Eh. The HOMO energy comes out at -3.9439 eV.

Geometry (Å):
O 0.58257 4.73201 2.02644
H 0.78247 3.85976 1.61719
H -0.39832 4.80267 1.99312
O 1.41441 1.67318 0.33480
O 0.00000 0.00000 0.00000
C 0.85871 0.83273 -0.35472
H 1.05953 0.85755 -1.45324

Results of the Mulliken charge analysis, in e, for atoms 1 through 4: -0.6951 0.3844 0.3011 -0.5911


# 2
ORCA calculation (wB97M-V/def2-TZVPD) on a gas-phase ion, CH3O3P (charge -2) at a distorted geometry.

As for the SMILES: CP(=O)([O-])[O-]. The value obtained for the relative energy (zero: lowest compared OMol25 entry of this formula, charge and spin) is 37.37 kcal/mol. As for the calculated total energy: -606.9363 hartree. Its LUMO energy is 7.732 eV. Its total charge is -2. The value obtained for the gap between HOMO and LUMO is 0.2369 Eh. The HOMO energy comes out at 1.2863 eV.

Geometry (Å):
C 0.07644 0.01411 -0.06351
P 2.12745 0.12904 -0.00415
O 2.46511 0.81991 -1.27351
O 2.51602 1.01361 1.18375
O 2.63046 -1.66114 0.10047
H -0.29945 -0.82242 -0.76820
H -0.18507 -0.33277 1.06375
H -0.22800 1.02191 -0.09392

Results of the Mulliken charge analysis, in e, for atoms 1 through 4: -0.9381 0.7838 -0.7215 -0.7631


# 3
ORCA calculation (wB97M-V/def2-TZVPD) on a single CH3O3PS molecule at a distorted geometry.

The value obtained for the relative energy (zero: lowest compared OMol25 entry of this formula, charge and spin) is 67.90 kcal/mol. As for the calculated total energy: -1005.0109 hartree. As for the spin multiplicity: 3. Its LUMO energy (alpha / beta) is 0.271 / -3.659 eV. The value obtained for the gap between HOMO and LUMO (alpha / beta) is 0.2494 / 0.2935 Eh. The HOMO energy (alpha / beta) comes out at -6.5159 / -11.6465 eV.

Geometry (Å):
C -0.25312 0.00208 0.04709
O -2.57843 -1.08498 -0.99840
O -2.76689 1.54021 -0.68656
O -1.85724 -2.06593 1.30707
P -1.89466 -0.86340 0.45664
S -3.37874 0.30490 -0.30644
H -0.23190 1.14860 -0.10583
H 0.50036 -0.44041 0.83360
H -0.08863 -0.48437 -0.98695

Results of the Mulliken charge analysis, in e, for atoms 1 through 4: -0.8027 -0.2780 -0.3265 -0.5726


# 4
ORCA calculation (wB97M-V/def2-TZVPD) on a molecular structure, CH3O4 at a distorted geometry.

As for the calculated total energy: -340.5902 hartree. As for the spin multiplicity: 4. Its LUMO energy (alpha / beta) is 0.906 / -3.262 eV. The value obtained for the gap between HOMO and LUMO (alpha / beta) is 0.2085 / 0.2888 Eh. The HOMO energy (alpha / beta) comes out at -4.7667 / -11.1214 eV.

Geometry (Å):
O -1.60987 -0.28473 1.54194
O -1.60473 -0.09868 2.81150
H -0.50523 0.05292 0.95200
O 0.48095 0.33874 0.48371
C 0.51702 0.06844 -0.74756
O 1.63312 0.20675 -1.40858
H -0.35951 -0.22679 -1.30610
H 1.44825 -0.05664 -2.32691

Results of the Mulliken charge analysis, in e, for atoms 1 through 4: -0.0168 0.0560 0.5358 -0.5685